Version i
This record from the OMol25 dataset describes a 2-piece molecular cluster, C5H3F3 overall. The level of theory is ωB97M-V with the def2-TZVPD basis set.

```
11
Properties=species:S:1:pos:R:3
F -0.5765 1.3231 1.9798
C 0.3644 1.1216 1.0671
C 1.5027 1.5316 0.4872
C 0.9710 0.2544 0.0186
F 0.3385 0.1511 -1.1890
H 2.1943 2.2287 0.2848
H 1.3737 -0.8222 0.2589
C -2.9630 -0.3060 0.0483
C -3.2250 -0.0762 1.2207
F -3.3298 -0.1517 2.4931
H -2.7770 -0.2165 -0.8946
```

## Properties
- HOMO level: -10.42 eV
- Gap between HOMO and LUMO: 0.411 hartree
- SMILES string: FC1=C[C@@H]1F.C#CF
- Spin multiplicity: 1
- LUMO level: 0.8 eV

Version ii
This record from the OMol25 dataset describes a single C5H3F3 molecule. The level of theory is ωB97M-V with the def2-TZVPD basis set.

```
11
Properties=species:S:1:pos:R:3
C 2.4815 -0.1401 0.0038
C 1.2825 0.0462 0.0001
C -0.1347 0.1810 0.0014
C -0.9241 -1.1049 0.0080
F -2.2774 -0.8832 -0.0046
C -0.6833 1.4004 0.0038
F 0.0216 2.5167 0.0007
F -1.9590 1.6770 0.0007
H 3.5451 -0.2852 -0.0247
H -0.6730 -1.7038 -0.8800
H -0.6794 -1.7040 0.8908
```

## Properties
- HOMO level: -9.30 eV
- Gap between HOMO and LUMO: 0.374 hartree
- SMILES string: C#CC(CF)=C(F)F
- Spin multiplicity: 1
- LUMO level: 0.9 eV

Tell me which of them is the least stable. Sure, it is version i.

Version i
This record from the OMol25 dataset describes a 2-piece molecular cluster, C4H3O2S overall. The level of theory is ωB97M-V with the def2-TZVPD basis set.

```
10
Properties=species:S:1:pos:R:3
C -0.1755 -0.1157 1.3652
C 1.0902 -0.2158 0.6861
C -1.6393 1.1110 -2.0791
C 1.9165 -1.1742 0.4881
O -1.1317 2.0672 -1.6691
O 2.6077 -2.1156 0.1830
S -2.6523 -0.1243 -2.1729
H -0.9192 0.4887 0.8490
H -0.2933 -0.5795 2.3419
H 1.1969 0.6583 0.0077
```

## Properties
- HOMO level (alpha / beta): -0.49 / -0.49 eV
- Charge: -1
- Gap between HOMO and LUMO (alpha / beta): 0.123 / 0.123 hartree
- Spin multiplicity: 1
- LUMO level (alpha / beta): 2.8 / 2.8 eV

Version ii
This record from the OMol25 dataset describes a 2-piece molecular cluster, C4H3O2S overall. The level of theory is ωB97M-V with the def2-TZVPD basis set.

```
10
Properties=species:S:1:pos:R:3
C 0.2127 0.5478 1.9920
C 0.0999 -0.4024 1.1194
C -0.6091 -0.9319 -2.4336
C 0.2711 0.9725 0.5476
O -1.4854 -1.5053 -2.8612
O 0.2578 -0.2353 -2.1941
S 0.1320 -1.9409 0.5337
H 0.4990 0.7631 3.0623
H -0.5708 1.3684 0.1340
H 1.1927 1.3639 0.0998
```

## Properties
- HOMO level: -2.64 eV
- Charge: -1
- Gap between HOMO and LUMO: 0.227 hartree
- Spin multiplicity: 1
- LUMO level: 3.5 eV

Tell me which of them is the least stable. Sure, it is version i.

Version i
This record from the OMol25 dataset describes a 2-piece molecular cluster, CH3ClN2 overall. The level of theory is ωB97M-V with the def2-TZVPD basis set.

```
7
Properties=species:S:1:pos:R:3
C -0.3743 -0.7404 1.0262
N 0.3440 0.9131 -1.6208
N 0.2282 1.2281 -0.4416
Cl 0.9212 -1.8729 1.0610
H -0.3187 0.0642 1.6812
H -1.3297 -1.2124 0.5513
H 0.5292 1.6202 -2.2572
```

## Properties
- HOMO level (alpha / beta): -8.08 / -8.82 eV
- Gap between HOMO and LUMO (alpha / beta): 0.311 / 0.343 hartree
- Spin multiplicity: 1
- LUMO level (alpha / beta): 0.4 / 0.5 eV

Version ii
This record from the OMol25 dataset describes a single CH3ClN2 molecule. The level of theory is ωB97M-V with the def2-TZVPD basis set.

```
7
Properties=species:S:1:pos:R:3
Cl -2.4394 -0.0104 -0.0652
C -0.7445 -0.0121 0.2298
N 0.1664 0.7317 -0.4307
N 0.0993 -0.6671 -0.6393
H -0.5053 0.0831 1.3874
H -0.0871 1.1456 -1.2850
H 0.9848 -1.1559 -0.2770
```

## Properties
- HOMO level: -9.84 eV
- Gap between HOMO and LUMO: 0.402 hartree
- SMILES string: ClC1NN1
- Spin multiplicity: 1
- LUMO level: 1.1 eV

Tell me which of them is the least stable. Sure, it is version i.

Version i
This record from the OMol25 dataset describes a single C26H32N4O3S molecule. The level of theory is ωB97M-V with the def2-TZVPD basis set.

```
66
Properties=species:S:1:pos:R:3
C -8.0409 -3.5161 0.5790
C -6.8073 -3.6534 1.4627
C -5.7928 -2.5469 1.1883
C -4.5539 -2.6789 2.0762
N -3.5756 -1.6586 1.7803
C -3.4593 -0.5375 2.5139
O -4.0465 -0.3400 3.5556
C -2.4604 0.4773 1.9743
S -2.5106 0.6246 0.1642
C -0.8142 0.9782 -0.1744
N -0.0114 1.0241 0.8236
C 1.2962 1.3491 0.5981
C 2.2029 1.4051 1.6593
C 3.5129 1.7533 1.4396
C 3.9950 2.0749 0.1530
N 5.2888 2.5037 -0.0674
C 6.0137 2.0979 -1.2564
C 6.8405 0.8394 -0.9501
O 7.7284 1.0498 0.1249
C 7.0376 1.4470 1.2895
C 6.2220 2.7178 1.0189
C 3.0855 2.0164 -0.9023
C 1.7610 1.6546 -0.6918
C 0.8396 1.5679 -1.8172
O 1.1355 1.7579 -2.9810
N -0.4708 1.2155 -1.4737
C -1.3869 0.9904 -2.5739
C -1.1436 -0.3872 -3.2149
C -1.2441 -1.4815 -2.1927
C -0.1479 -1.8031 -1.4000
C -0.2494 -2.7627 -0.4085
C -1.4454 -3.4307 -0.2105
C -2.5384 -3.1320 -1.0088
C -2.4404 -2.1563 -1.9855
H -8.5305 -2.5613 0.7558
H -7.7668 -3.5701 -0.4725
H -8.7525 -4.3109 0.7892
H -6.3399 -4.6254 1.2867
H -7.1052 -3.6144 2.5121
H -5.4902 -2.5783 0.1385
H -6.2522 -1.5739 1.3722
H -4.8324 -2.5597 3.1255
H -4.0910 -3.6604 1.9378
H -3.1049 -1.7181 0.8872
H -1.4366 0.1877 2.2200
H -2.6717 1.4520 2.4131
H 1.8560 1.1646 2.6519
H 4.1801 1.7650 2.2870
H 6.6865 2.9127 -1.5434
H 5.3351 1.8926 -2.0802
H 6.1556 0.0089 -0.7138
H 7.4602 0.5639 -1.8047
H 6.3682 0.6377 1.6212
H 7.8000 1.6217 2.0502
H 6.9106 3.5091 0.7010
H 5.7043 3.0572 1.9140
H 3.3660 2.2707 -1.9121
H -2.4094 1.0699 -2.2018
H -1.2019 1.7693 -3.3183
H -1.8820 -0.5295 -4.0044
H -0.1485 -0.3803 -3.6631
H 0.7963 -1.3020 -1.5640
H 0.6083 -2.9928 0.2061
H -1.5232 -4.1859 0.5577
H -3.4676 -3.6665 -0.8736
H -3.2986 -1.9174 -2.5969
```

## Properties
- HOMO level: -7.46 eV
- Gap between HOMO and LUMO: 0.290 hartree
- SMILES string: CCCCNC(=O)CSc1nc2ccc(N3CCOCC3)cc2c(=O)n1CCc1ccccc1
- Spin multiplicity: 1
- LUMO level: 0.4 eV

Version ii
This record from the OMol25 dataset describes a single C26H32N4O3S molecule. The level of theory is ωB97M-V with the def2-TZVPD basis set.

```
66
Properties=species:S:1:pos:R:3
C 1.7693 -4.3023 -2.0007
C 2.3189 -3.1889 -2.8845
C 2.5245 -1.8811 -2.1204
C 3.7464 -1.9227 -1.2013
N 3.8225 -0.7469 -0.3651
C 3.6300 -0.8055 0.9685
O 3.6304 -1.8304 1.6113
C 3.5653 0.5525 1.6662
S 2.6291 1.8217 0.7724
C 1.1611 0.8968 0.4583
N 1.1729 -0.3217 0.8485
C 0.0992 -1.1127 0.5616
C 0.1076 -2.4598 0.9298
C -0.9574 -3.2673 0.6163
C -2.0837 -2.7796 -0.0813
N -3.1278 -3.5991 -0.4651
C -3.1032 -5.0282 -0.2306
C -3.7419 -5.3661 1.1225
O -5.0688 -4.8880 1.1713
C -5.1194 -3.4974 0.9432
C -4.4973 -3.1231 -0.4110
C -2.0798 -1.4344 -0.4501
C -1.0110 -0.6049 -0.1340
C -1.0281 0.8002 -0.5256
O -1.9471 1.3600 -1.0893
N 0.1399 1.5068 -0.2068
C 0.1904 2.9168 -0.5372
C -0.2564 3.7842 0.6469
C -0.1246 5.2363 0.2902
C -1.1950 5.9322 -0.2549
C -1.0597 7.2630 -0.6092
C 0.1501 7.9106 -0.4261
C 1.2244 7.2214 0.1105
C 1.0879 5.8911 0.4645
H 2.4567 -4.5374 -1.1929
H 0.8192 -4.0006 -1.5644
H 1.6104 -5.2049 -2.5864
H 1.6151 -3.0094 -3.7002
H 3.2670 -3.5023 -3.3275
H 2.6472 -1.0596 -2.8322
H 1.6357 -1.6768 -1.5202
H 3.6902 -2.7728 -0.5198
H 4.6619 -2.0040 -1.7976
H 3.7579 0.1488 -0.8266
H 4.5707 0.9616 1.7789
H 3.1149 0.4149 2.6484
H 0.9677 -2.8399 1.4578
H -0.9186 -4.2981 0.9312
H -2.0883 -5.4153 -0.3000
H -3.7021 -5.4940 -1.0216
H -3.8019 -6.4452 1.2722
H -3.1523 -4.9160 1.9364
H -6.1751 -3.2238 0.9748
H -4.5809 -2.9657 1.7443
H -4.5443 -2.0454 -0.5442
H -5.0608 -3.6070 -1.2155
H -2.8886 -0.9960 -1.0129
H 1.2111 3.1761 -0.8309
H -0.4853 3.0728 -1.3817
H -1.2937 3.5415 0.8850
H 0.3681 3.5537 1.5128
H -2.1396 5.4278 -0.3989
H -1.9005 7.7961 -1.0283
H 0.2554 8.9499 -0.7004
H 2.1707 7.7221 0.2546
H 1.9266 5.3529 0.8834
```

## Properties
- HOMO level: -7.45 eV
- Gap between HOMO and LUMO: 0.292 hartree
- SMILES string: CCCCNC(=O)CSc1nc2ccc(N3CCOCC3)cc2c(=O)n1CCc1ccccc1
- Spin multiplicity: 1
- LUMO level: 0.5 eV

Tell me which of them is the least stable. Sure, it is version ii.

Version i
This record from the OMol25 dataset describes an isolated ion of composition C3H9N2O2 and charge +1. The level of theory is ωB97M-V with the def2-TZVPD basis set.

```
16
Properties=species:S:1:pos:R:3
C -0.7398 -1.5463 0.3319
C -0.6970 -0.0374 0.2150
O -0.8029 0.6353 1.4273
O -1.6100 0.3848 -0.7247
C 0.8150 0.4926 -0.3138
N 0.9768 0.5688 -1.6026
N 1.7193 0.6932 0.5967
H -1.6667 -1.8122 0.8447
H -0.7739 -1.9974 -0.6575
H 0.0984 -1.9301 0.9032
H -1.6362 0.4217 1.8679
H -1.8342 1.3175 -0.5956
H 0.1852 0.3617 -2.2002
H 1.8559 0.8308 -2.0309
H 1.4453 0.6452 1.5709
H 2.6648 0.9719 0.3676
```

## Properties
- HOMO level: -15.47 eV
- Charge: +1
- Gap between HOMO and LUMO: 0.451 hartree
- SMILES string: CC(O)(O)C(N)=[NH2+]
- Spin multiplicity: 1
- LUMO level: -3.2 eV

Version ii
This record from the OMol25 dataset describes a 2-piece molecular cluster, C3H9N2O2 overall. The level of theory is ωB97M-V with the def2-TZVPD basis set.

```
16
Properties=species:S:1:pos:R:3
C -1.1326 0.1067 0.0608
C 2.0342 0.4146 -0.4148
C 1.2279 -0.5888 0.3275
N -1.5942 1.2698 0.4111
N -1.9511 -0.9417 -0.1134
O 1.2445 -1.8360 0.0592
O -3.3414 -0.7265 -0.3168
H 1.8200 1.4534 -0.3558
H 3.1931 0.3579 -0.1985
H 2.1201 0.2733 -1.4038
H 1.1545 -0.2185 1.3383
H -1.0878 1.8927 1.0723
H -2.6133 1.4789 0.3019
H -1.6091 -1.4850 -0.9416
H 1.5712 -2.1417 -0.8171
H -3.7896 -1.6129 -0.1903
```

## Properties
- HOMO level: -13.57 eV
- Charge: +1
- Gap between HOMO and LUMO: 0.347 hartree
- Spin multiplicity: 1
- LUMO level: -4.1 eV

Version iii
This record from the OMol25 dataset describes a 2-piece molecular cluster, C3H9N2O2 overall. The level of theory is ωB97M-V with the def2-TZVPD basis set.

```
16
Properties=species:S:1:pos:R:3
C 1.4241 -0.0618 -0.4783
C 1.3397 0.3363 0.9577
C -0.6690 0.6120 -0.0511
N 0.2758 0.7666 -0.9537
N -0.0197 0.2561 1.0698
O -1.8635 1.0921 -0.1250
O -1.2965 -1.3768 -0.5639
H 2.3242 0.2269 -1.1334
H 1.1372 -1.1282 -0.5600
H 2.0027 -0.3410 1.6799
H 1.8176 1.2873 1.1010
H -0.0083 0.9369 -1.9304
H -0.4548 -0.1314 1.8646
H -1.8206 -2.1477 -0.0557
H -2.4186 0.6279 0.5611
H -1.7702 -0.9551 -1.3827
```

## Properties
- HOMO level: -14.29 eV
- Charge: +1
- Gap between HOMO and LUMO: 0.394 hartree
- Spin multiplicity: 1
- LUMO level: -3.6 eV

Tell me which of them is the least stable. Sure, it is version ii.

Version i
This record from the OMol25 dataset describes a 2-piece molecular cluster, C2H8OS overall. The level of theory is ωB97M-V with the def2-TZVPD basis set.

```
12
Properties=species:S:1:pos:R:3
C -1.2094 0.3297 1.0560
C -0.9694 -0.7030 -0.0496
O -0.6281 -0.0550 -1.2887
H -0.2663 0.8582 1.2359
H -1.4525 -0.1893 1.9788
H -1.8750 1.0827 0.6425
H -0.2088 -1.4328 0.2288
H -1.9060 -1.2414 -0.2048
H 0.2518 -0.3840 -1.4329
S 3.0217 0.4338 -1.2424
H 2.2116 1.4646 -0.8793
H 3.0304 -0.1635 -0.0443
```

## Properties
- HOMO level: -10.03 eV
- Gap between HOMO and LUMO: 0.395 hartree
- SMILES string: CCO.S
- Spin multiplicity: 1
- LUMO level: 0.7 eV

Version ii
This record from the OMol25 dataset describes a 2-piece molecular cluster, C2H8OS overall. The level of theory is ωB97M-V with the def2-TZVPD basis set.

```
12
Properties=species:S:1:pos:R:3
C 1.0184 -1.6647 0.2737
C 0.7741 -1.4661 -1.2221
O 0.7963 -0.1074 -1.6216
H 2.0185 -1.3433 0.5806
H 0.8996 -2.7213 0.5159
H 0.3184 -1.0625 0.8421
H 1.4877 -2.0672 -1.7964
H -0.2190 -1.8250 -1.4147
H 1.6554 0.2534 -1.3804
S -1.2751 1.5256 1.1251
H -1.0355 1.4975 2.4425
H -2.4652 2.1000 1.3464
```

## Properties
- HOMO level: -9.69 eV
- Gap between HOMO and LUMO: 0.388 hartree
- SMILES string: CCO.S
- Spin multiplicity: 1
- LUMO level: 0.9 eV

Tell me which of them is the least stable. Sure, it is version i.